The following is a DFT calculation (the ωB97M-V functional and the def2-TZVPD basis) of a cluster of 2 separate species, CH2ClOP in total.

Each line ends with the natural charge from an NBO analysis.
Cartesian coordinates (Å):
C1 0.410 3.009 1.309  0.374
O1 1.148 3.683 1.893  -0.444
P1 -0.611 1.883 0.617  0.040
Cl1 0.374 -2.627 -1.750  -0.257
H1 1.586 -2.436 -1.516  0.257
H2 -1.155 2.874 -0.251  0.030

The HOMO-LUMO gap is 9.34 eV. The spin multiplicity is 1. The value obtained for the strongest force on any atom is 1.22 eV/Å. The calculation puts the energy above the lowest of the compared OMol25 structures with the same formula, charge and spin at 54.4 kJ/mol. As for the SMILES: O=C=P.Cl. The lowest unoccupied orbital energy is 0.298 eV.